17
Properties=species:S:1:pos:R:3:forces:R:3 method="wB97M-V/def2-TZVPD" de_lowest_kj_mol=610.26 mol_weight_g_mol=102.13 homo_ev=-8.49 spin_multiplicity=1 total_energy_ev=-9436.7181
H -1.46411 0.26788 -1.51333 0.042 0.025 0.144
H -1.59505 -0.68129 1.41695 -0.084 0.049 -0.109
O 0.77592 -0.90043 0.97810 -0.057 -0.058 0.071
C 1.98427 -0.14144 0.72396 0.308 0.148 0.108
H 2.04737 0.26769 -1.61495 -0.101 0.011 0.162
H 0.28356 1.91654 -0.30226 -0.138 -0.085 0.035
H 2.09109 0.71530 1.39457 -0.037 -0.142 -0.096
C -1.33837 0.42071 -0.42343 -0.174 0.114 0.006
H 2.86143 -0.79451 0.77772 -0.118 0.056 -0.001
H -2.26075 -1.49923 -0.02759 0.049 0.140 0.085
O -1.11148 1.59068 -0.01610 0.112 -0.190 -0.188
H -0.04952 -1.52098 -0.92018 0.037 0.157 0.044
H 1.03362 1.60357 -0.53579 0.065 0.102 -0.001
C 1.51071 0.09710 -0.69028 -0.088 -0.097 -0.016
H -3.09424 -0.09094 0.66416 0.137 -0.050 -0.021
C -2.11161 -0.53202 0.46533 0.034 -0.046 0.043
C 0.43716 -0.71863 -0.37690 0.013 -0.132 -0.266


17
Properties=species:S:1:pos:R:3:forces:R:3 method="wB97M-V/def2-TZVPD" de_lowest_kj_mol=461.82 mol_weight_g_mol=102.13 homo_ev="-8.49 / -8.48" spin_multiplicity=1 total_energy_ev=-9438.2566
H 2.95144 -2.12098 -0.04168 -0.090 0.132 -0.038
H 2.13079 -1.52789 -1.50121 0.030 0.039 0.141
C -2.14610 1.79534 0.64405 0.199 0.042 -0.049
O -1.21416 -1.13849 -0.95602 0.065 -0.061 -0.150
H 3.14878 -0.42680 -0.54981 -0.084 -0.114 0.021
C 1.22592 -0.87186 0.34320 0.104 -0.177 0.149
C -1.36945 0.56353 0.45221 -0.084 0.145 0.067
H 0.49098 -1.68618 0.33251 0.118 0.079 0.051
C 2.44062 -1.25899 -0.48688 0.018 0.003 -0.046
H -0.78122 0.77296 -1.63304 -0.065 -0.136 0.099
C -0.78483 0.05928 -0.78564 -0.296 0.183 -0.011
H 1.51527 -0.64319 1.37675 -0.006 -0.075 -0.126
O 0.62387 0.29221 -0.20889 0.000 0.114 0.027
H -2.06139 2.19523 1.65867 -0.021 -0.087 -0.149
H -1.90076 2.54838 -0.10911 -0.039 -0.095 0.107
H -1.29605 -0.15688 1.26446 0.024 0.051 -0.109
H -3.20224 1.51329 0.49865 0.127 -0.044 0.018